1.
Here is a cluster of 3 separate species, H6S3 in total from OMol25. Energies are from ωB97M-V with the def2-TZVPD basis set.

Last column: natural (NBO) charge in e.
Cartesian coordinates (Å):
S: -0.2827 2.5619 0.2684  -0.010
H: 1.0535 2.3220 0.4867  0.172
H: -0.2594 2.6529 -1.2190  0.212
S: 2.2744 -0.7839 -0.3712  0.063
H: 2.1799 -1.5049 0.7799  0.178
H: 1.1356 -1.3901 -0.8848  0.181
S: -1.8420 -1.4270 -0.2775  -0.117
H: -2.5886 -2.0274 0.6674  0.177
H: -1.6707 -0.4035 0.5502  0.144

Cartesian forces (eV/Å) of the 3 atoms listed first:
S 0.501 -0.298 -2.260
H -0.654 0.272 -0.493
H 0.311 -0.168 2.692

The HOMO energy (alpha / beta) is -14.5 / -13.4 eV. For the frontier orbital gap (alpha / beta), the calculation gives 0.405 / 0.133 Eh. The total charge is +1. As for the multiplicity: 2.



2.
Here is a structure of composition H7Na4O4 from OMol25. Energies are from ωB97M-V with the def2-TZVPD basis set.

Last column: natural (NBO) charge in e.
Cartesian coordinates (Å):
Na: 2.7897 17.4699 14.7132  0.997
Na: 6.3533 14.4527 12.6688  0.995
Na: 9.0351 17.2468 18.1393  0.995
Na: 5.3190 13.5764 18.9436  0.998
O: 6.1417 16.0806 16.0824  -1.396
H: 6.7824 16.7294 15.7317  0.407
O: 4.8382 21.5893 14.5019  -0.958
H: 5.6936 21.6137 14.9307  0.475
H: 4.3923 22.3780 14.8109  0.483
O: 11.7511 17.8965 15.0349  -0.951
H: 11.7306 18.7883 14.6876  0.482
H: 12.2926 17.9577 15.8218  0.470
O: 8.2597 21.5134 17.0290  -0.965
H: 9.0679 22.0073 16.8905  0.485
H: 7.7997 21.9940 17.7173  0.481

Cartesian forces (eV/Å) of the 3 atoms listed first:
Na 0.167 0.269 0.171
Na 0.216 0.040 0.177
Na -0.054 0.172 -0.307

The HOMO energy is -16.4 eV. For the frontier orbital gap, the calculation gives 0.252 Eh. The total charge is +3. As for the multiplicity: 1.



Taking the records one at a time from the top gives E_tot values of -32592.668; -25944.759 eV.